No. 1
Here is a structure of composition C26H39N2NaS3Si2 from the Open Molecules 2025 dataset. Energies are from ωB97M-V/def2-TZVPD.

The value obtained for the HOMO energy is 0.74 eV. The charge is -2. As for the spin multiplicity: 1.

```
73
Properties=species:S:1:pos:R:3:forces:R:3:mulliken_charge:R:1
Na 0.552811 1.108776 -0.197511 -0.3212 -0.1233 0.0186 0.49
C 0.396772 1.605632 3.213361 -0.1165 0.1200 0.5091 -0.95
Si 0.126348 -0.244191 3.016494 -0.4572 -0.0023 -4.4367 0.16
C 1.660556 -1.096427 3.581949 0.4034 -0.1221 1.2140 -1.15
C -1.253373 -0.784210 4.112467 -0.4994 0.2311 1.2171 -1.12
N -0.217017 -0.450223 1.294335 0.4127 0.8524 1.8527 0.28
C -0.213802 -1.636381 0.643654 -0.1493 -1.3162 -0.5854 0.67
C -0.258369 -2.899848 1.351264 0.0159 1.6124 -1.3617 -0.30
C -0.194590 -4.074084 0.642456 0.0083 -1.6572 -1.6147 -0.95
C -0.125013 -4.109278 -0.783863 0.0250 -1.2861 1.7507 -0.95
C -0.097326 -2.967471 -1.538923 -0.3160 2.1482 0.9993 -0.55
C -0.170408 -1.675693 -0.887696 0.2487 -1.3881 0.7308 0.41
N -0.186688 -0.523665 -1.582557 -0.0252 0.8419 -1.7437 0.15
Si -0.141062 -0.297608 -3.317408 0.1358 -0.1579 4.0924 -0.01
C -0.173448 1.570395 -3.533813 -0.1741 -0.1018 -0.8970 -1.02
C -1.523644 -1.071514 -4.286795 -0.3770 0.3054 -1.0509 -0.99
C 1.429754 -0.894699 -4.086798 0.5610 -0.0981 -0.8629 -1.08
H 0.197031 1.870003 4.252365 0.0067 0.2436 0.2780 0.39
H -0.263369 2.219722 2.595918 -0.0321 -0.1921 -0.0617 0.03
H 1.418458 1.910449 2.990959 0.1077 -0.0961 -0.1195 0.32
H 1.806594 -0.731612 4.613277 0.1619 -0.2431 0.0254 0.31
H 2.556848 -0.824688 3.041022 0.1011 0.1130 -0.3899 0.27
H 1.584399 -2.183661 3.614689 -0.0356 0.0108 -0.0368 0.30
H -0.804440 -0.779432 5.109293 -0.1665 -0.0655 0.3947 0.47
H -1.656712 -1.782435 3.958242 0.0568 -0.0591 -0.2487 0.32
H -2.083946 -0.065535 4.148619 0.1118 -0.1786 -0.1133 0.21
H -0.335843 -2.934811 2.437396 0.0579 0.1773 -0.1728 0.14
H -0.206931 -5.037013 1.172351 -0.0208 0.3043 -0.1632 0.24
H -0.091777 -5.081497 -1.273771 0.0338 -0.0002 0.0730 0.30
H -0.050072 -2.993094 -2.633296 -0.0009 -0.0623 0.3926 0.06
H -1.078764 2.040461 -3.145978 0.0436 -0.0194 0.1360 0.18
H -0.167017 1.740891 -4.618131 0.0104 0.2764 -0.0758 0.32
H 0.701995 2.074668 -3.122499 -0.0002 -0.1218 0.1649 0.29
H -2.512685 -0.629493 -4.108698 0.2193 -0.1037 0.0560 0.25
H -1.605350 -2.153203 -4.221894 0.0688 -0.0860 0.2298 0.33
H -1.238825 -0.836706 -5.325611 -0.3168 -0.1090 -0.1040 0.40
H 2.335452 -0.439711 -3.675913 -0.1915 0.0360 0.1239 0.22
H 1.350400 -0.586497 -5.132863 0.2811 -0.0131 -0.3188 0.32
H 1.567352 -1.976898 -4.088279 -0.1077 -0.0291 0.1368 0.31
C -4.230851 -0.855841 1.745084 -0.5424 -0.0518 0.6169 -0.05
C -4.344947 -1.097616 0.264054 -0.8384 -0.4963 -0.4811 -1.17
S -2.946944 -0.513556 -0.653826 1.0949 0.2082 -0.6485 0.50
C -3.686151 0.707936 -1.759121 0.1219 -0.1439 0.2548 -0.39
C -4.144875 1.969176 -1.055813 -0.3576 0.5805 -0.5952 -0.80
S -2.787568 2.986508 -0.446005 0.4621 0.0670 -0.2038 -0.17
C -3.062373 2.999148 1.326509 -0.4082 -0.0139 0.1331 -0.92
C -3.024053 1.648474 2.031591 0.7458 0.3734 0.7033 0.65
S -4.612277 0.850963 2.218205 -0.4253 -0.2692 0.0458 -0.23
H -3.254847 -1.163073 2.155296 -0.3149 0.1469 -0.2144 -0.21
H -5.031331 -1.406762 2.263673 0.3341 -0.1283 -0.0466 0.42
H -5.271396 -0.660932 -0.136728 0.0713 -0.0993 0.2097 0.38
H -4.382784 -2.175447 0.062712 -0.1257 0.0187 0.2179 0.49
H -4.536408 0.241644 -2.265072 0.0280 0.0860 -0.2200 0.46
H -2.893667 0.943087 -2.489582 -0.3657 -0.1897 0.2411 -0.41
H -4.821731 1.747658 -0.235639 -0.0279 -0.0301 0.0400 0.26
H -4.680791 2.615749 -1.769610 -0.0367 -0.2255 0.0995 0.52
H -4.025604 3.500344 1.500916 0.2410 -0.0049 0.1956 0.42
H -2.262515 3.636287 1.717071 -0.1142 -0.0318 -0.0400 0.40
H -2.680686 1.807150 3.063685 0.1637 0.1052 -0.2976 0.52
H -2.323090 0.954531 1.556568 0.0599 0.0420 -0.0460 -0.97
C 2.445579 2.413300 -0.243442 3.1409 -0.7008 0.0199 -1.28
C 3.638583 1.980911 -0.239936 -3.5108 1.3587 -0.1254 0.09
C 4.982496 1.561284 -0.259090 0.1956 -0.0508 0.2300 0.82
C 5.636951 1.319668 -1.481934 -0.1346 0.2371 -0.1273 -0.43
C 6.974559 0.964297 -1.486204 0.3642 -0.1819 0.6914 -0.44
C 7.650405 0.810424 -0.262520 0.0856 0.0326 0.1656 -0.35
C 7.007398 1.050544 0.964204 0.1166 -0.1746 -0.4728 -0.43
C 5.671674 1.421095 0.964773 0.2554 0.0927 -0.3821 -0.49
H 5.051309 1.475228 -2.402184 0.4404 -0.1917 0.4989 0.37
H 7.525480 0.794963 -2.410413 -0.2093 0.0105 0.0931 0.34
H 8.695604 0.500279 -0.242006 -0.1781 0.0905 -0.1407 0.32
H 7.562192 0.932066 1.902236 -0.2202 0.0550 -0.3518 0.33
H 5.128375 1.661064 1.874701 0.1246 -0.1604 -0.1018 0.40
```
Forces are in eV/Å.

No. 2
Here is a structure of composition C26H39N7O6PS2Sn from the Open Molecules 2025 dataset. Energies are from ωB97M-V/def2-TZVPD.

The value obtained for the HOMO energy is -11.86 eV. The charge is +1. As for the spin multiplicity: 1.

```
82
Properties=species:S:1:pos:R:3:forces:R:3:mulliken_charge:R:1
Sn 2.740507 -0.660479 -0.061885 0.4621 0.5705 0.6448 1.00
O 6.613086 0.795025 -0.467775 0.0431 -0.0525 0.1576 -0.68
S 5.387386 0.535181 0.212376 0.3566 0.0124 -0.7524 1.65
O 4.205907 1.192472 -0.397930 -0.1204 -0.1144 0.1402 -0.66
O 5.012686 -0.905844 0.313728 -0.3351 -0.0416 0.0656 -0.70
C 5.608127 1.074622 1.899928 0.0059 -0.0808 -0.0456 -0.46
C 6.910871 1.410758 2.239377 -0.1000 0.0254 -0.0845 -0.55
C 7.237288 1.714365 3.552500 -0.0268 0.0546 0.1213 -0.59
C 6.257966 1.710910 4.530805 0.0867 0.0525 -0.0528 -0.60
C 4.950219 1.392765 4.198696 -0.1120 -0.0099 -0.1146 -0.56
C 4.621461 1.061111 2.890914 0.0090 0.0135 0.0627 -0.16
S 2.962055 0.479010 2.660066 -0.7917 0.0231 0.5290 2.03
O 2.366441 1.110492 1.447172 -0.1603 -0.2166 -0.4342 -0.54
O 2.220652 0.779864 3.849891 0.1784 -0.0207 -0.0193 -0.69
O 3.067322 -0.957007 2.334112 0.2030 -0.1514 -0.4406 -0.60
H 7.658041 1.416267 1.459079 0.0199 -0.0063 0.0395 0.57
H 8.261443 1.950094 3.808856 -0.0094 0.0198 -0.0223 0.40
H 6.507946 1.951542 5.555200 -0.0084 -0.0029 -0.0031 0.41
H 4.166680 1.378695 4.942743 0.0529 0.0075 0.0253 0.55
N -0.140525 2.726461 -0.184019 0.5480 0.1084 0.4242 -0.03
C -0.553559 2.001478 0.861005 -0.2902 -0.1689 -0.2240 -0.51
N -0.906706 2.600488 1.972151 0.2469 0.1824 0.1738 -0.66
C -1.274138 1.807422 2.976943 -0.1540 -0.0412 -0.1833 0.02
N -1.757848 2.361409 4.084400 0.0539 -0.0289 -0.1010 -0.29
N -1.148082 0.464929 2.950396 0.1584 0.0159 0.1731 -0.61
C -0.775288 -0.085931 1.831928 0.0415 -0.0148 0.0086 0.60
N -0.704872 0.636761 0.672936 0.2566 0.1008 -0.0327 1.67
C -0.332082 -1.504409 1.966366 0.0227 -0.3950 -0.2840 0.07
C -0.919963 -2.272880 2.962667 -0.1684 0.0495 -0.0570 -0.74
C -0.421718 -3.539007 3.213304 0.0182 -0.0901 -0.0107 -0.73
C 0.662728 -3.987695 2.482289 -0.0633 -0.1092 0.0061 -0.94
C 1.186088 -3.154168 1.510514 -0.0207 0.2100 -0.1842 -0.46
N 0.700791 -1.946785 1.239635 -0.3126 0.2322 0.1899 0.87
H 0.105436 3.677379 0.051523 -0.0303 -0.0090 0.0429 0.33
H 0.465161 2.261167 -0.843281 -0.1611 -0.1469 -0.1443 0.03
H -1.736036 3.363000 4.168022 -0.0339 0.0027 0.0603 0.27
H -1.888111 1.783751 4.895920 -0.0199 0.0228 0.0452 0.27
H -1.746312 -1.873049 3.531070 0.0201 0.0120 0.0055 0.57
H -0.866580 -4.165296 3.974843 -0.0024 0.0398 0.0197 0.47
H 1.094737 -4.962842 2.658767 0.0172 0.0207 -0.0208 0.49
H 2.045377 -3.457593 0.919642 0.0103 -0.0779 0.0491 0.47
C -3.596842 1.339878 -0.189801 0.0529 -0.0107 0.0138 -1.61
C -3.088726 1.144739 -1.631851 0.2221 -0.1406 -0.0944 2.45
C -2.603485 2.517234 -2.120784 -0.0997 0.0470 -0.0894 -1.77
C -4.282499 0.733216 -2.506009 -0.0425 0.0348 0.0418 -2.03
P -1.672192 -0.128110 -1.701977 -0.2543 0.0715 0.0750 -0.60
N -0.478730 0.123626 -0.607280 0.1968 -0.2228 0.1437 -0.17
C -2.445499 -1.867006 -1.605284 0.1311 0.3023 -0.0167 2.47
C -1.361692 -2.905151 -1.266357 0.1245 0.0397 -0.0477 -1.76
C -3.133342 -2.292849 -2.911092 -0.0444 0.0195 -0.0263 -2.14
C -3.469391 -1.926719 -0.462185 -0.0195 -0.0316 -0.0757 -1.99
C -0.709822 0.033563 -3.315848 -0.0684 -0.1145 0.1564 2.11
C -1.628149 0.189595 -4.535757 -0.0180 0.0168 -0.0020 -1.84
C 0.176313 -1.203258 -3.536690 -0.0168 0.0442 -0.0228 -1.68
C 0.243614 1.233667 -3.235532 -0.0416 0.0089 -0.0894 -1.53
H -4.511285 1.935208 -0.244501 0.0107 0.0042 -0.0080 0.60
H -2.893229 1.902169 0.420690 -0.0976 -0.0049 -0.0300 0.30
H -3.844590 0.414356 0.321018 0.0050 0.0242 0.0241 0.28
H -3.383407 3.247754 -1.889906 -0.0248 -0.0322 -0.0178 0.60
H -2.448924 2.543873 -3.197443 -0.0080 0.0206 0.0249 0.34
H -1.697982 2.838081 -1.615415 -0.1791 -0.0007 -0.1154 0.18
H -4.989816 1.565879 -2.509878 0.0172 0.0103 0.0067 0.57
H -4.809324 -0.132774 -2.112275 -0.0240 0.0636 -0.0512 0.33
H -4.003736 0.538002 -3.538999 -0.0444 0.0357 0.0256 0.37
H -0.377635 -2.674356 -1.659709 -0.0142 -0.0577 0.0191 0.27
H -1.672059 -3.876082 -1.659820 0.0072 0.0348 0.0056 0.51
H -1.263495 -3.005856 -0.195532 0.0870 -0.0113 0.3138 0.36
H -2.417352 -2.479696 -3.709528 -0.0377 -0.0353 0.0308 0.39
H -3.868623 -1.574655 -3.263928 0.0313 -0.1237 -0.0239 0.33
H -3.658558 -3.232402 -2.722891 0.0243 0.0013 0.0250 0.60
H -3.052230 -1.546125 0.471418 -0.0021 -0.0225 0.0579 0.24
H -3.728275 -2.975409 -0.295979 0.0167 0.0081 -0.0170 0.58
H -4.391711 -1.396116 -0.688177 0.0251 -0.0240 0.0818 0.33
H -2.368251 -0.604310 -4.604639 0.0503 0.0730 -0.0812 0.32
H -1.009406 0.139215 -5.434007 0.0178 0.0078 0.0165 0.54
H -2.142641 1.147867 -4.552971 0.0141 -0.0285 -0.0179 0.27
H -0.395445 -2.115379 -3.690155 0.0517 0.0099 -0.0056 0.32
H 0.871156 -1.344137 -2.708674 0.0018 -0.0467 0.0080 0.07
H 0.767272 -1.033844 -4.439394 -0.0030 0.0325 0.0109 0.58
H -0.262911 2.178149 -3.053149 0.0178 -0.0169 -0.0322 0.23
H 0.759073 1.312975 -4.195273 -0.0111 0.0148 0.0087 0.62
H 0.999248 1.070721 -2.469271 0.0554 0.0015 0.0014 -0.01
```
Forces are in eV/Å.

No. 3
Here is a structure of composition C26H39NO4PtTe from the Open Molecules 2025 dataset. Energies are from ωB97M-V/def2-TZVPD.

The value obtained for the HOMO energy (alpha / beta) is -10.91 / -10.82 eV. The charge is +1. As for the spin multiplicity: 2. As for the expectation value of S²: 0.90.

```
72
Properties=species:S:1:pos:R:3:forces:R:3:mulliken_charge:R:1
Pt -1.980582 1.332252 -0.180777 -0.0711 -0.0962 -0.1823 0.49
C -0.878762 1.490384 -3.436378 0.1961 0.0788 -0.0673 -0.90
O -1.808656 0.845142 -2.585969 -0.0957 -0.1468 0.2374 0.14
C -3.028765 0.537156 -3.223657 -0.2920 0.0385 0.0939 -0.61
C -3.909904 -0.189314 -2.216254 0.2952 -0.2268 -0.4046 -0.65
O -3.992375 0.466375 -0.957616 0.6099 0.4145 0.2692 -0.45
C -5.074541 1.374226 -0.751550 -0.1580 0.4497 0.1006 -0.76
C -4.909243 2.696336 -1.486334 -0.0118 -0.2152 -0.0466 -0.60
O -3.630058 3.205237 -1.188764 -0.1444 -0.0276 -0.0511 -0.05
C -3.338231 4.393500 -1.901287 0.0038 0.0580 0.0174 -0.83
H -0.558317 0.813301 -4.233613 -0.0147 -0.0002 0.0334 0.27
H -0.023143 1.759744 -2.821826 0.0095 -0.0065 -0.0214 0.17
H -1.311153 2.391102 -3.884107 -0.0180 -0.0066 0.0571 0.33
H -2.859570 -0.127392 -4.081408 -0.0024 0.0354 0.0633 0.49
H -3.502869 1.454039 -3.594654 0.0715 -0.0041 0.0166 0.24
H -3.451505 -1.156739 -2.003764 -0.0776 -0.0147 0.0160 0.29
H -4.908244 -0.347157 -2.634626 0.0289 0.0136 0.0834 0.47
H -5.074038 1.562595 0.323747 -0.0527 -0.0831 -0.0697 0.32
H -6.019847 0.904837 -1.041525 0.0955 -0.0405 0.0427 0.40
H -5.689921 3.393504 -1.155717 -0.0239 -0.0864 0.0029 0.52
H -5.025961 2.558749 -2.569959 0.0048 0.0471 0.0261 0.36
H -4.070223 5.173741 -1.671476 0.0338 0.0008 0.0066 0.32
H -3.342752 4.216598 -2.982738 0.0199 -0.0142 0.0198 0.32
H -2.350015 4.718033 -1.585409 -0.0019 0.0233 -0.0446 0.17
C -0.729294 4.260109 1.161659 -0.1320 -0.1082 0.1575 -1.14
C -0.099474 2.942892 1.563732 0.2581 -0.0527 0.0111 0.99
O 0.747137 2.872861 2.467403 0.3059 -0.0925 -0.0178 -0.59
N -0.444709 1.859644 0.865810 0.7516 -0.1028 -0.1857 -0.11
Te 0.768377 0.279709 1.867708 -2.1230 -1.6428 0.3795 0.33
C 0.683197 -0.819464 0.033266 0.0697 0.0314 -0.1251 0.40
C 1.644452 -0.543335 -0.943411 -0.0785 0.0507 0.1013 0.77
C 2.683306 0.531344 -0.784242 -0.0378 -0.1694 0.0268 -1.98
C 1.634498 -1.276681 -2.125251 -0.0213 -0.0052 0.0299 -0.90
C 0.698039 -2.267970 -2.362653 0.0178 0.0761 -0.0603 0.71
C 0.727057 -3.063956 -3.635218 -0.0495 0.0122 0.0636 -1.54
C -0.286587 -2.486075 -1.406409 0.0404 0.0220 0.0430 -0.63
C -0.324873 -1.769317 -0.218244 -0.0528 0.1132 0.3791 1.07
C -1.480012 -1.986017 0.728575 0.0177 0.0840 -0.1053 -1.37
C 2.407165 -1.022171 2.769899 1.1649 1.3697 -0.3345 -0.26
C 3.707511 -0.530332 2.803279 -0.0351 0.1438 -0.1182 1.11
C 4.057668 0.890108 2.455269 -0.0095 -0.1589 -0.0292 -1.62
C 4.719554 -1.391017 3.226754 -0.0522 -0.0051 0.0186 -0.92
C 4.446815 -2.678205 3.661703 -0.0959 -0.0363 0.0119 0.68
C 5.531451 -3.619912 4.095076 -0.0160 0.0305 -0.0179 -1.50
C 3.117934 -3.083876 3.725113 0.1840 0.2556 -0.1162 -0.62
C 2.081141 -2.264716 3.300512 -0.8056 0.0137 -0.1011 0.95
C 0.662282 -2.734013 3.469711 0.0694 0.0243 -0.0362 -1.74
H -0.369378 5.047931 1.815867 -0.0060 -0.0367 0.0228 0.38
H -1.813682 4.181515 1.221073 -0.0082 0.0776 -0.0517 0.30
H -0.447514 4.477853 0.132336 -0.0224 -0.0005 -0.0144 0.21
H 2.376766 1.259958 -0.032659 0.1809 0.1192 -0.1192 0.32
H 2.837101 1.048079 -1.730623 0.0227 0.0678 0.0148 0.53
H 3.638681 0.096502 -0.486995 0.0363 0.0477 0.0631 0.31
H 2.386871 -1.063815 -2.874856 0.0460 -0.0044 -0.0423 0.38
H 1.586009 -2.791836 -4.243959 0.0114 -0.0250 -0.0554 0.38
H -0.179111 -2.889297 -4.217126 -0.0022 -0.0408 -0.0463 0.32
H 0.780793 -4.130717 -3.418357 -0.0027 -0.0279 -0.0406 0.37
H -1.042273 -3.241984 -1.593378 -0.0363 0.0092 0.0439 0.47
H -1.925484 -2.970836 0.595415 0.0417 -0.0365 0.0198 0.52
H -2.258312 -1.235988 0.542514 0.0303 -0.0737 -0.0140 -0.07
H -1.181658 -1.861851 1.765404 -0.0785 -0.0956 0.0175 -0.06
H 3.154163 1.493317 2.342212 0.1355 0.1214 0.0009 0.23
H 4.637247 0.945026 1.534290 0.0175 0.0313 -0.0334 0.28
H 4.659667 1.326556 3.251015 -0.0226 0.0664 0.0036 0.51
H 5.738915 -1.025944 3.234869 0.0562 0.0027 -0.0002 0.38
H 6.512513 -3.154784 4.039309 0.0369 -0.0012 -0.0036 0.36
H 5.528020 -4.504277 3.457439 0.0677 -0.0292 0.0070 0.34
H 5.363901 -3.953357 5.118691 0.0223 -0.0164 0.0346 0.36
H 2.876216 -4.057384 4.133536 -0.0666 -0.0287 0.0121 0.48
H 0.585114 -3.364392 4.353419 -0.0195 -0.0252 -0.0079 0.54
H 0.340864 -3.318441 2.606595 -0.0884 0.0318 -0.0068 0.27
H 0.000613 -1.877694 3.599586 -0.1265 -0.1773 0.0221 0.34
```
Forces are in eV/Å.

Which relative energy (zero: lowest compared OMol25 entry of this formula, charge and spin) belongs to each record? In order, 0.0 49.1 52.8 kcal per mole.
Which largest force on an atom belongs to each record? In order, 4.46 0.98 2.71 eV/A.
Which E_tot belongs to each record? In order, -3059.515066 -3200.787050 -1756.775030 Eh.